Entry from the OMol25 dataset: a structure of composition C61H49ClF9GeMoN6O3P2 (the ωB97M-V functional and the def2-TZVPD basis).

XYZ file:
```
133
Properties=species:S:1:pos:R:3
Mo 0.07 0.09 0.39
Ge -1.79 -0.97 -3.07
Cl 1.89 -3.09 -4.16
P 1.66 1.34 -1.25
P 1.28 2.14 1.31
F 1.26 -4.77 1.88
F 3.87 -2.32 -1.28
F 4.66 -4.05 -0.26
F 2.43 -2.29 2.62
F 0.79 -4.85 -0.22
F 2.64 -5.69 0.50
F 3.74 -3.99 2.37
F 4.27 -2.08 1.52
F 3.04 -4.25 -1.68
O 1.68 -0.79 -2.32
O 1.56 -2.32 0.11
O -0.43 -1.15 -1.65
N 1.50 2.75 -0.24
N -3.43 0.81 0.27
N -0.62 0.63 3.16
N -1.14 0.96 1.89
N -0.41 -1.33 1.95
N -0.45 -3.34 3.07
C -1.03 5.40 2.11
C 3.25 -2.92 1.75
C -3.67 -2.91 0.76
C 4.95 2.84 2.87
C 1.05 3.30 -5.37
C -0.80 -0.88 -4.73
C -3.82 -4.46 -4.03
C -0.21 4.57 4.21
C -0.35 -0.63 3.16
C -4.13 2.93 1.17
C 5.21 1.68 3.58
C 2.81 1.95 2.22
C -3.15 -2.41 -0.39
C 0.22 -2.92 6.66
C 3.07 0.79 2.93
C -0.19 -2.76 4.32
C 0.31 -1.53 6.74
C 3.46 1.15 -1.14
C -4.28 -4.97 -2.86
C -2.13 1.78 1.99
C -4.59 0.73 -0.35
C -3.94 3.20 -3.29
C 4.27 0.65 3.62
C 3.99 0.29 -0.19
C -4.56 -4.81 -0.41
C -2.16 1.89 -2.36
C 0.66 3.27 -3.00
C -4.46 2.07 -3.90
C -3.83 0.84 -3.73
C -0.03 -3.55 5.46
C 1.36 2.08 -2.89
C 3.54 -3.47 -0.71
C 5.35 0.31 0.07
C -0.95 5.50 3.49
C 4.29 2.02 -1.84
C 0.50 3.88 -4.23
C 2.47 -3.25 0.43
C 5.65 2.03 -1.58
C 0.73 -2.92 -2.83
C -0.46 -2.64 1.96
C -2.79 3.11 -2.52
C -5.58 1.72 -0.27
C -4.05 -4.30 -1.63
C 3.75 2.99 2.19
C 1.76 2.11 -5.26
C -2.82 -2.58 -2.86
C -2.67 0.75 -2.96
C 0.39 3.45 2.17
C 0.14 -0.76 5.61
C -3.32 -3.08 -1.63
C -5.33 2.85 0.48
C 6.18 1.17 -0.63
C -3.22 1.89 1.04
C 1.92 1.50 -4.03
C 0.73 -1.53 -2.25
C 0.47 3.56 3.56
C 1.81 -4.67 0.63
C -4.38 -4.13 0.76
C -0.37 4.37 1.45
C -0.10 -1.37 4.38
C -3.08 -3.26 -4.03
H -2.39 4.00 -2.05
H 7.25 1.17 -0.44
H -4.78 -4.53 1.68
H 0.20 0.32 5.66
H 6.14 1.57 4.10
H 3.55 3.90 1.64
H -4.84 -5.90 -2.85
H 5.77 -0.37 0.81
H -2.70 -2.89 -4.98
H 2.10 3.56 -0.38
H -3.57 -2.36 1.69
H -3.91 3.77 1.82
H -1.26 1.82 -1.75
H -4.24 -0.04 -4.22
H 0.24 3.74 -2.11
H -4.43 4.16 -3.42
H -1.50 -0.49 -5.46
H -0.48 -4.35 3.00
H -0.26 -3.22 -3.16
H -0.04 4.81 -4.31
H 0.35 -3.52 7.55
H -6.07 3.64 0.56
H -1.46 6.30 4.00
H 4.48 -0.25 4.17
H -6.52 1.57 -0.78
H 0.01 -0.15 -4.63
H -0.09 -4.62 5.39
H 0.51 -1.06 7.70
H -0.39 -1.82 -5.08
H -4.77 -0.17 -0.92
H -2.62 -1.46 -0.37
H -1.60 6.12 1.54
H 2.49 0.58 -3.96
H -5.35 2.14 -4.51
H 0.93 3.78 -6.33
H -0.54 -3.17 1.02
H -5.11 -5.74 -0.43
H 6.29 2.69 -2.14
H 2.20 1.66 -6.14
H 3.89 2.70 -2.58
H -2.24 2.28 2.95
H 1.04 -3.60 -2.04
H -0.43 4.29 0.37
H -0.14 4.66 5.29
H -4.01 -4.97 -4.97
H 3.34 -0.39 0.34
H 1.06 2.84 4.12
H 2.35 -0.02 2.94
H 5.68 3.64 2.84
```

Results
- Multiplicity: 4
- E_HOMO (spin up / spin down): -12.707 / -12.708 eV
- Net charge: +2
- Expectation value of S²: 3.78
- E_LUMO (spin up / spin down): -5.7040 / -6.1511 eV
- Energy relative to the best compared isomer or geometry (same formula, charge and spin): 0.0 kcal/mol